1.
Here is a structure of composition C4H13N8 in a non-equilibrium geometry from the Open Molecules 2025 dataset. Energies are from wB97M-V/def2-TZVPD.

The spin multiplicity is 1. The energy above the lowest of the compared OMol25 structures with the same formula, charge and spin comes out at 1.2322 eV. Its total charge is +1. Its HOMO energy is -12.05 eV. For the total energy, the calculation gives -16267.6574 eV. Its LUMO energy is -5.21 eV. The calculation puts the gap between HOMO and LUMO at 6.8 eV.

Positions of all 25 atoms, in Å:
C1 1.705 -0.862 0.253
C2 0.112 -0.440 -1.531
C3 -0.558 -0.096 1.001
C4 0.091 0.448 -2.680
N1 3.930 -1.581 0.250
N2 3.003 -0.857 0.696
N3 1.375 -0.874 -1.025
N4 -0.571 0.676 -0.171
N5 0.750 -0.728 1.146
N6 -1.839 1.099 -0.451
N7 -0.681 0.007 3.431
N8 -0.869 0.726 2.185
H1 -0.622 -1.135 -1.366
H2 -1.406 -0.921 1.085
H3 0.651 1.381 -2.488
H4 -1.039 0.488 -2.809
H5 0.481 -0.009 -3.566
H6 4.794 -1.383 0.776
H7 2.153 -1.125 -1.792
H8 0.849 -1.099 2.023
H9 -2.472 0.509 -0.012
H10 -1.995 2.014 -0.086
H11 -1.030 0.589 4.134
H12 -1.243 -0.922 3.371
H13 -0.229 1.552 2.324

Okay, here come the Mulliken numbers, in e, for every atom: 0.36, -0.08, -0.28, -1.20, -0.53, 0.05, -0.13, -0.09, -0.09, -0.61, -0.63, -0.15, 0.45, 0.45, 0.33, 0.34, 0.48, 0.30, 0.38, 0.32, 0.24, 0.26, 0.26, 0.25, 0.32

=====

2.
Here is the molecule C6H9N from the Open Molecules 2025 dataset. Energies are from wB97M-V/def2-TZVPD.

The spin multiplicity is 1. The energy above the lowest of the compared OMol25 structures with the same formula, charge and spin comes out at 3.3802 eV. Its HOMO energy is -7.15 eV. For the total energy, the calculation gives -7854.7794 eV. Its LUMO energy is 0.48 eV. The calculation puts the gap between HOMO and LUMO at 7.6 eV.

Positions of all 16 atoms, in Å:
C1 1.849 -0.533 -0.429
C2 0.622 0.137 0.093
C3 -0.671 -0.462 0.578
C4 -1.500 0.660 1.194
C5 -1.452 -1.018 -0.633
C6 -0.745 1.752 0.937
N1 0.517 1.413 0.290
H1 2.649 -0.477 0.322
H2 1.651 -1.589 -0.626
H3 2.217 -0.070 -1.351
H4 -0.457 -1.288 1.272
H5 -1.754 -0.189 -1.280
H6 -2.364 -1.486 -0.261
H7 -0.887 -1.745 -1.229
H8 -0.898 2.812 1.118
H9 1.226 2.083 0.004

Okay, here come the Mulliken numbers, in e, for every atom: -1.24, 0.20, 0.63, -1.17, -1.23, -0.32, 0.02, 0.33, 0.31, 0.36, 0.44, 0.34, 0.35, 0.32, 0.39, 0.25

=====

3.
Here is the molecule C3H6FN in a non-equilibrium geometry from the Open Molecules 2025 dataset. Energies are from wB97M-V/def2-TZVPD.

The spin multiplicity is 1. The SMILES is CC/N=C/F. The energy above the lowest of the compared OMol25 structures with the same formula, charge and spin comes out at 0.4198 eV. Its HOMO energy is -9.97 eV. For the total energy, the calculation gives -7414.4419 eV. Its LUMO energy is 0.99 eV. The calculation puts the gap between HOMO and LUMO at 11.0 eV.

Positions of all 11 atoms, in Å:
C1 1.233 0.170 0.260
C2 0.324 -0.858 -0.388
N1 -1.181 -0.420 -0.505
C3 -1.665 0.574 0.034
F1 -2.960 0.918 -0.073
H1 0.946 0.344 1.301
H2 2.108 -0.373 0.231
H3 1.474 1.043 -0.289
H4 0.112 -1.649 0.375
H5 0.733 -1.095 -1.476
H6 -1.124 1.346 0.529

Okay, here come the Mulliken numbers, in e, for every atom: -1.34, -0.07, -0.45, 0.08, -0.21, 0.40, 0.41, 0.36, 0.25, 0.27, 0.30

=====

4.
Here is the ion C5H4N with charge +1 in a non-equilibrium geometry from the Open Molecules 2025 dataset. Energies are from wB97M-V/def2-TZVPD.

The spin multiplicity is 1. The SMILES is C1=CCC#[N+]C=1. The energy above the lowest of the compared OMol25 structures with the same formula, charge and spin comes out at 3.4102 eV. Its total charge is +1. Its HOMO energy (alpha / beta) is -14.46 / -14.45 eV. For the total energy, the calculation gives -6724.9297 eV. Its LUMO energy (alpha / beta) is -7.53 / -7.53 eV. The calculation puts the gap between HOMO and LUMO (alpha / beta) at 6.9 / 6.9 eV.

Positions of all 10 atoms, in Å:
C1 0.509 1.389 0.041
C2 -0.662 0.690 0.113
C3 -0.946 -0.776 0.075
C4 0.377 -1.486 0.090
N1 1.385 -0.741 0.058
C5 1.611 0.604 -0.096
H1 -1.484 1.301 0.207
H2 -1.792 -1.224 0.773
H3 -1.582 -0.867 -0.888
H4 2.583 1.110 -0.372

Okay, here come the Mulliken numbers, in e, for every atom: -0.27, -0.09, -0.27, 0.19, -0.13, 0.03, 0.43, 0.40, 0.32, 0.38